# 1
Below is 3 unconnected molecules or ions with the total composition C4H7IO2, with properties calculated with ωB97M-V/def2-TZVPD.

**Spin multiplicity**: 1
**Frontier orbital gap**: 10.49 eV
**HOMO level**: -0.35623 Ha
**Energy relative to the best compared isomer or geometry (same formula, charge and spin)**: 14.99 kcal/mol

Positions of all 14 atoms, in Å:
C  0.418  -3.547  0.866
C  -0.974  0.350  0.358
C  1.278  -0.581  -0.071
C  0.256  0.374  -0.524
O  -0.686  -3.567  1.113
O  0.323  0.997  -1.564
I  -1.115  4.072  -0.551
H  -0.929  1.072  1.206
H  -1.831  0.625  -0.262
H  -1.074  -0.692  0.787
H  2.189  -0.418  -0.810
H  0.984  -1.588  -0.025
H  1.492  -0.378  0.999
H  -0.332  3.282  -1.522

***

# 2
Below is a molecular structure, C4H7IS, with properties calculated with ωB97M-V/def2-TZVPD.

**Spin multiplicity**: 1
**Frontier orbital gap**: 9.24 eV
**HOMO level**: -0.32659 Ha
**Energy relative to the best compared isomer or geometry (same formula, charge and spin)**: 19.41 kcal/mol

Positions of all 13 atoms, in Å:
C  0.136  0.629  -0.826
C  -0.697  -0.418  -0.170
C  1.548  -0.370  -0.844
C  -1.226  0.008  1.251
S  0.501  -1.707  -0.360
I  2.967  0.455  0.617
H  -0.312  0.759  -1.809
H  0.369  1.479  -0.145
H  -1.477  -0.630  -0.765
H  2.110  -0.334  -1.793
H  -1.237  1.097  1.544
H  -0.506  -0.524  1.796
H  -2.175  -0.443  1.503

***

# 3
Below is a molecular structure, C4H7InO3, with properties calculated with ωB97M-V/def2-TZVPD.

**Spin multiplicity**: 2
**Frontier orbital gap (alpha / beta)**: 9.96 / 8.04 eV
**HOMO level (alpha / beta)**: -0.52600 / -0.56087 Ha
**Energy relative to the best compared isomer or geometry (same formula, charge and spin)**: 0.00 kcal/mol
**Total charge**: +1

Positions of all 15 atoms, in Å:
H  2.121  0.184  -0.890
O  0.264  -0.096  1.153
C  0.143  -0.214  -0.144
O  -0.654  -1.051  -0.573
In  -0.689  -0.923  -2.567
O  0.617  0.388  -2.359
C  1.088  0.544  -1.088
H  1.063  1.611  -0.777
C  0.316  1.207  1.775
H  1.364  1.528  1.830
H  -0.239  1.915  1.145
C  -0.294  1.103  3.149
H  -1.384  0.995  3.091
H  0.126  0.254  3.703
H  -0.067  2.024  3.703

***

# 4
Below is a molecular structure, C4H7KO2, with properties calculated with ωB97M-V/def2-TZVPD.

**Spin multiplicity**: 2
**Frontier orbital gap (alpha / beta)**: 8.07 / 9.33 eV
**HOMO level (alpha / beta)**: -0.43398 / -0.48620 Ha
**Energy relative to the best compared isomer or geometry (same formula, charge and spin)**: 1.16 kcal/mol
**Total charge**: +1

Positions of all 14 atoms, in Å:
H  0.833  0.968  1.950
O  0.095  0.105  0.053
C  0.499  1.038  -0.803
O  -0.284  1.112  -1.818
C  -1.601  0.509  -1.816
H  -2.070  0.840  -2.746
H  -1.508  -0.582  -1.798
H  -2.162  0.852  -0.940
C  0.867  -0.115  1.155
C  0.530  -1.375  1.842
H  -0.478  -1.328  2.292
H  0.523  -2.229  1.144
H  1.268  -1.574  2.629
K  3.489  1.779  -1.145

***

# 5
Below is a molecular structure, C4H7LuO, with properties calculated with ωB97M-V/def2-TZVPD.

**Spin multiplicity**: 1
**Frontier orbital gap**: 7.35 eV
**HOMO level**: -0.67320 Ha
**Energy relative to the best compared isomer or geometry (same formula, charge and spin)**: 0.00 kcal/mol
**Total charge**: +2

Positions of all 13 atoms, in Å:
C  -1.490  -0.927  -0.208
C  -0.544  -0.030  0.601
C  0.749  0.230  0.027
O  1.723  0.604  0.699
Lu  4.067  0.806  0.545
H  -1.100  -1.356  -1.131
H  -0.593  -0.074  1.688
H  -2.089  -1.600  0.402
H  0.810  0.269  -1.077
C  -1.758  0.518  -0.160
H  -1.556  1.119  -1.047
H  -2.551  0.891  0.487
H  4.331  -0.450  -0.828

***

# 6
Below is a single C4H7N molecule, with properties calculated with ωB97M-V/def2-TZVPD.

**Spin multiplicity**: 1
**Frontier orbital gap**: 4.83 eV
**HOMO level**: -0.23519 Ha
**Energy relative to the best compared isomer or geometry (same formula, charge and spin)**: 152.53 kcal/mol

Positions of all 12 atoms, in Å:
C  -2.265  0.500  -0.190
C  -1.040  -0.024  0.436
C  0.343  -0.073  -0.152
N  1.427  -0.043  0.550
C  2.645  -0.238  0.071
H  -1.481  -0.942  -0.063
H  -2.720  0.153  -1.099
H  -2.552  1.438  0.282
H  -0.921  -0.221  1.502
H  0.304  -0.337  -1.208
H  2.848  0.045  -0.961
H  3.413  -0.257  0.832